Entry 1:
Density functional theory data (the ωB97M-V functional and the def2-TZVPD basis) for a cluster of 2 separate species, C4H7NO in total.

CARTESIAN COORDINATES (ANGSTROEM)
1 C 1.7198 0.7680 -0.3876
2 C -1.3577 0.1713 -0.9346
3 O -1.5403 0.3778 0.3120
4 C -1.1444 -0.3803 1.3320
5 C -0.5386 -1.6111 1.0530
6 N -0.0446 -2.6117 0.7158
7 H 2.5271 1.4357 -0.0796
8 H 2.1270 -0.2169 -0.6295
9 H 1.2283 1.1854 -1.2708
10 H -0.8374 -0.7214 -1.2667
11 H -1.7423 0.9391 -1.5897
12 H -1.4102 -0.0035 2.3037
13 H 1.0134 0.6677 0.4421

Output
energy relative to the best compared isomer or geometry (same formula, charge and spin) = 4.353 eV
net charge = 0
max |F| = 0.945 eV Å⁻¹
HOMO energy (spin up / spin down) = -8.40 / -8.24 eV
gap between HOMO and LUMO (spin up / spin down) = 0.3069 / 0.2822 Eh
total energy = -7795.292 eV
LUMO energy (spin up / spin down) = -0.1 / -0.6 eV

The Löwdin scheme yields these atomic charges, measured in e: C -0.041; C 0.000; O -0.062; C -0.160; C -0.255; N 0.153; H 0.022; H 0.030; H 0.018; H 0.092; H 0.093; H 0.112; H -0.001


Entry 2:
Density functional theory data (the ωB97M-V functional and the def2-TZVPD basis) for a structure of composition C11H11Cl2CoO3PYb.

CARTESIAN COORDINATES (ANGSTROEM)
1 Yb -2.5390 0.9472 -3.7774
2 Co -1.1474 0.1321 -0.8569
3 Cl -0.9188 2.0107 -2.1167
4 Cl -2.4570 -1.1049 -2.2690
5 C -1.8032 -0.5957 0.5786
6 C -3.8815 3.0645 -3.6281
7 C -5.0139 0.7480 -3.6866
8 O -2.2346 -1.1728 1.4990
9 O -4.4230 4.0303 -3.2846
10 O -6.0985 0.5502 -3.3659
11 C 2.1142 0.4149 -1.3945
12 P 0.8384 -0.4888 -0.5109
13 C 1.0669 -2.2455 -0.8773
14 C 1.2752 -0.3004 1.2584
15 C 1.5951 0.9881 1.7071
16 C 1.7283 1.2249 3.0786
17 C 1.5929 0.1715 3.9947
18 C 1.3037 -1.1181 3.5371
19 C 1.1514 -1.3587 2.1670
20 H 1.8741 0.3558 -2.4572
21 H 3.0819 -0.0432 -1.1882
22 H 2.1220 1.4578 -1.0858
23 H 2.0183 -2.5840 -0.4455
24 H 0.2537 -2.8321 -0.4293
25 H 1.0460 -2.3427 -1.9745
26 H 1.7143 1.8138 0.9964
27 H 1.9425 2.2348 3.4310
28 H 1.6716 0.3547 5.0677
29 H 1.1922 -1.9514 4.2315
30 H 0.9341 -2.3608 1.8012

Output
energy relative to the best compared isomer or geometry (same formula, charge and spin) = 0.000 eV
net charge = +4
max |F| = 11.224 eV Å⁻¹
2S+1 = 6
HOMO energy (spin up / spin down) = -22.42 / -22.53 eV
gap between HOMO and LUMO (spin up / spin down) = 0.2687 / 0.1993 Eh
total energy = -121172.216 eV
LUMO energy (spin up / spin down) = -15.1 / -17.1 eV

The Löwdin scheme yields these atomic charges, measured in e: Yb 1.446; Co -0.005; Cl 0.190; Cl 0.214; C -0.151; C -0.030; C -0.045; O 0.254; O 0.241; O 0.253; C -0.195; P 0.805; C -0.176; C -0.274; C -0.016; C 0.079; C 0.124; C 0.063; C -0.004; H 0.069; H 0.099; H 0.056; H 0.099; H 0.071; H 0.085; H 0.126; H 0.161; H 0.172; H 0.159; H 0.131


Entry 3:
Density functional theory data (the ωB97M-V functional and the def2-TZVPD basis) for the molecule C6H12O.

CARTESIAN COORDINATES (ANGSTROEM)
1 C -1.6686 -1.9794 0.4430
2 C -0.3694 -1.2395 0.3887
3 C -0.3018 0.0325 0.7947
4 C 0.3486 1.1270 -0.0228
5 C -0.8164 1.5719 -0.9123
6 O 1.3645 0.6772 -0.8811
7 C 2.4965 0.2242 -0.1822
8 H -2.0725 -1.9274 -0.5819
9 H -2.3781 -1.4362 1.0736
10 H -1.6325 -3.0335 0.7230
11 H 0.4200 -1.6528 -0.2364
12 H -1.0684 0.4028 1.4759
13 H 0.7164 1.9660 0.5925
14 H -0.5714 2.4253 -1.5470
15 H -1.6829 1.8188 -0.2912
16 H -1.0954 0.7209 -1.5446
17 H 3.1212 1.0491 0.1906
18 H 3.0787 -0.3708 -0.8913
19 H 2.1890 -0.3713 0.6927

Output
energy relative to the best compared isomer or geometry (same formula, charge and spin) = 1.874 eV
net charge = 0
max |F| = 0.533 eV Å⁻¹
HOMO energy = -8.94 eV
gap between HOMO and LUMO = 0.3717 Eh
total energy = -8462.480 eV
LUMO energy = 1.2 eV

The Löwdin scheme yields these atomic charges, measured in e: C -0.102; C -0.163; C -0.103; C -0.425; C -0.036; O -0.168; C -0.112; H 0.083; H 0.073; H 0.065; H 0.108; H 0.110; H 0.146; H 0.081; H 0.083; H 0.091; H 0.089; H 0.094; H 0.084


Question: What is the max |F| in the third record?
Answer: 0.533 eV Å⁻¹


Question: The lowest energy relative to the best compared isomer or geometry (same formula, charge and spin) belongs to which entry?
Answer: C11H11Cl2CoO3PYb


Question: Which of these has the lowest total energy?
Answer: C11H11Cl2CoO3PYb


Question: Number 3 is which compound?
Answer: C6H12O